Molecular formula: C6H12NO
Method: DFT, ωB97M-V/def2-TZVPD

XYZ file:
```
20
Properties=species:S:1:pos:R:3:forces:R:3
C -1.7459 -0.5362 0.7510 -0.6 -1.9 0.1
C -0.5441 -0.4809 1.3516 -1.2 2.2 -0.1
C 0.0777 -1.3001 2.4133 1.4 -2.5 0.2
C 0.2355 0.8406 1.1725 -0.7 -2.8 -4.0
O 0.8037 1.3660 2.0230 1.7 2.4 3.1
C 0.5801 1.2764 -0.3609 -3.4 -1.2 1.2
N 0.5763 0.0390 -1.2824 1.1 0.4 0.7
C 0.3014 0.3935 -2.6662 -3.9 0.6 -2.9
H -2.3875 -1.4361 0.6607 0.7 0.3 0.9
H -2.3255 0.2625 0.3221 0.8 0.8 -0.6
H 0.4080 -0.7063 3.2569 -0.3 0.6 0.0
H 1.0837 -1.7197 2.0779 -1.2 0.2 0.2
H -0.5242 -2.1373 2.8570 0.3 0.8 -0.9
H -0.2095 2.0383 -0.6470 1.1 -1.1 -0.2
H 1.5568 1.6238 -0.4331 1.5 1.1 0.2
H 1.5640 -0.2798 -1.3083 -0.7 0.0 0.5
H 0.0198 -0.7660 -0.9007 0.1 1.0 -0.3
H -0.7728 0.0241 -3.0590 2.5 0.5 1.2
H 0.2664 1.4859 -2.8992 0.2 -0.8 0.9
H 1.0359 0.0123 -3.3294 0.6 -0.7 -0.4
```
Positions in Å, forces in eV/Å.

Results
Energy above the lowest of the compared OMol25 structures with the same formula, charge and spin, kJ/mol: 184.3
SMILES: C=C(C)C(=O)C[NH2+]C
Charge: +1



Molecular formula: C6H12NO
Method: DFT, ωB97M-V/def2-TZVPD

XYZ file:
```
20
Properties=species:S:1:pos:R:3:forces:R:3
C 2.8179 0.2904 0.0867 1.0 -1.5 0.3
O 1.5385 0.1545 0.6400 -1.1 -1.4 1.5
C 0.4612 0.2139 -0.2050 2.0 -0.2 -2.2
C 0.0327 1.6508 -0.2986 -2.3 -0.7 0.3
C -1.2666 1.7741 0.0142 0.9 0.1 -0.2
C -1.8805 0.4626 0.3627 -0.1 1.0 0.9
N -0.7646 -0.4553 0.5118 3.5 0.7 2.6
C -1.1346 -1.8021 0.0722 -1.1 -0.1 -0.5
H 3.0784 1.3081 0.2147 0.8 1.0 -0.1
H 2.8011 0.0378 -0.9835 0.2 -0.1 0.2
H 3.5145 -0.3950 0.6807 -0.9 1.0 -1.0
H 0.8936 -0.3274 -1.2649 -2.2 1.2 2.5
H 0.7379 2.4403 -0.4020 0.4 0.4 -0.5
H -1.8695 2.6641 0.0433 0.1 0.3 0.1
H -2.5394 0.4391 1.2346 0.2 0.2 0.0
H -2.3629 0.0093 -0.4175 -2.1 -0.4 -2.2
H -0.4459 -0.3362 1.5810 -0.5 -1.0 -2.7
H -0.3927 -2.5538 0.1285 1.2 -0.3 0.3
H -1.9720 -2.1182 0.6665 -0.4 -0.2 0.4
H -1.5056 -1.7450 -0.9621 0.3 0.1 0.3
```
Positions in Å, forces in eV/Å.

Results
Energy above the lowest of the compared OMol25 structures with the same formula, charge and spin, kJ/mol: 169.9
SMILES: CO[C@@H]1C=CC[N@H+]1C
Charge: +1



Asked for gap between HOMO and LUMO across the records above, the calculation gives 10.187 11.175 eV in order.
Asked for DFT total energy across the records above, the calculation gives -365.47917 -365.48465 Eh in order.
Asked for HOMO level across the records above, the calculation gives -0.5087 -0.5193 Ha in order.